[1]
{"formula": "C30H34N3O4", "method": "ωB97M-V/def2-TZVPD", "charge": 1, "homo_energy_ha": -0.40279, "orbital_gap_ev": 7.32, "de_lowest_kcal_mol": 0.0, "smiles": "C=CCc1ccccc1OC[C@H](O)CN1CC[NH+](CCN2C(=O)c3cccc4cccc(c34)C2=O)CC1", "symbols": ["C", "C", "C", "C", "C", "C", "C", "C", "C", "O", "C", "C", "O", "C", "N", "C", "C", "N", "C", "C", "N", "C", "O", "C", "C", "C", "C", "C", "C", "C", "C", "C", "C", "C", "O", "C", "C", "H", "H", "H", "H", "H", "H", "H", "H", "H", "H", "H", "H", "H", "H", "H", "H", "H", "H", "H", "H", "H", "H", "H", "H", "H", "H", "H", "H", "H", "H", "H", "H", "H", "H"], "coordinates": [[1.48, 1.95, -2.61], [0.40, 1.68, -1.90], [-0.90, 2.42, -2.00], [-1.22, 3.01, -0.65], [-0.60, 4.18, -0.25], [-0.81, 4.71, 1.01], [-1.64, 4.05, 1.89], [-2.28, 2.88, 1.51], [-2.10, 2.37, 0.23], [-2.75, 1.25, -0.25], [-3.65, 0.59, 0.60], [-4.55, -0.38, -0.20], [-5.21, -1.24, 0.70], [-3.86, -1.26, -1.26], [-2.69, -2.01, -0.90], [-1.42, -1.33, -0.99], [-0.33, -2.40, -1.07], [-0.36, -3.19, 0.17], [0.82, -4.07, 0.33], [1.81, -3.46, 1.33], [2.28, -2.13, 0.95], [1.52, -1.04, 1.32], [0.37, -1.23, 1.75], [2.09, 0.28, 1.14], [1.42, 1.40, 1.59], [1.97, 2.67, 1.39], [3.16, 2.82, 0.74], [3.87, 1.70, 0.26], [5.10, 1.81, -0.42], [5.77, 0.69, -0.87], [5.23, -0.58, -0.65], [4.03, -0.73, 0.01], [3.33, 0.41, 0.48], [3.50, -2.07, 0.25], [4.02, -3.10, -0.11], [-1.67, -3.87, 0.27], [-2.77, -2.81, 0.30], [2.40, 1.40, -2.49], [1.48, 2.73, -3.36], [0.42, 0.90, -1.15], [-1.70, 1.74, -2.29], [-0.82, 3.21, -2.75], [0.07, 4.67, -0.94], [-0.33, 5.63, 1.30], [-1.80, 4.44, 2.89], [-2.92, 2.39, 2.23], [-4.31, 1.31, 1.10], [-3.11, 0.03, 1.37], [-5.29, 0.22, -0.75], [-5.85, -0.74, 1.23], [-3.60, -0.63, -2.11], [-4.62, -1.98, -1.58], [-1.40, -0.72, -1.89], [-1.21, -0.68, -0.13], [0.65, -1.93, -1.18], [-0.51, -3.06, -1.92], [-0.30, -2.47, 0.96], [0.51, -5.05, 0.71], [1.31, -4.21, -0.64], [1.35, -3.38, 2.32], [2.69, -4.10, 1.38], [0.47, 1.29, 2.09], [1.43, 3.54, 1.76], [3.58, 3.80, 0.58], [5.52, 2.79, -0.59], [6.71, 0.79, -1.39], [5.75, -1.46, -1.00], [-1.70, -4.46, 1.19], [-1.80, -4.53, -0.59], [-3.75, -3.29, 0.33], [-2.66, -2.21, 1.22]], "mulliken_charge": [-1.1260, 0.7319, -1.3781, 0.3239, 0.2498, -1.1587, -0.6328, -0.7178, 0.8935, -0.2686, -0.9270, -0.0198, -0.5337, -1.4017, 0.0908, -0.2611, -1.5367, 0.5518, -0.6588, -1.2591, 0.2429, 0.5723, -0.8435, 0.2177, -0.4812, -0.9534, -0.8917, 0.9203, -0.7246, -0.7768, -0.6218, 0.2279, 0.3088, 0.4292, -0.6476, -1.0689, -0.3752, 0.3024, 0.2942, -0.0649, 0.0929, 0.6154, 0.4832, 0.4318, 0.4299, 0.4549, 0.7963, 0.3574, 0.4583, 0.3736, 0.5388, 0.3836, 0.6825, 0.1116, 0.4604, 0.5170, 0.2413, 0.4242, 0.3972, 0.3570, 0.6633, 0.5291, 0.6531, 0.4544, 0.4919, 0.4312, 0.5478, 0.4588, 0.4021, 0.5850, 0.1486]}


[2]
{"formula": "C30H35AsFeN8O5S3", "method": "ωB97M-V/def2-TZVPD", "charge": 1, "homo_energy_ha": [-0.37651, -0.37608], "s_squared": 8.759, "orbital_gap_ev": [8.10, 6.34], "spin_multiplicity": 6, "de_lowest_kcal_mol": 0.0, "symbols": ["Fe", "O", "C", "C", "C", "C", "C", "C", "C", "O", "N", "N", "C", "S", "C", "C", "S", "H", "H", "H", "H", "H", "H", "H", "H", "H", "N", "C", "C", "C", "C", "C", "C", "S", "O", "O", "N", "C", "N", "C", "C", "C", "N", "H", "H", "H", "H", "H", "H", "H", "H", "H", "N", "C", "N", "O", "H", "H", "H", "H", "C", "As", "C", "C", "C", "C", "C", "C", "C", "C", "H", "H", "H", "H", "H", "H", "H", "H", "H", "H", "H", "H", "H"], "coordinates": [[1.01, 0.61, -0.81], [-4.08, 0.68, -2.86], [-4.08, 1.59, -1.88], [-5.31, 2.14, -1.51], [-5.38, 3.08, -0.51], [-4.24, 3.51, 0.15], [-3.02, 2.97, -0.20], [-2.91, 2.00, -1.21], [-1.58, 1.45, -1.52], [-0.57, 1.82, -0.78], [-1.44, 0.65, -2.53], [-0.13, 0.21, -2.67], [0.05, -0.47, -3.75], [-1.27, -0.81, -4.83], [-0.23, -1.58, -6.11], [0.92, -2.28, -5.42], [1.60, -1.12, -4.21], [-3.15, 0.42, -3.03], [-6.19, 1.80, -2.03], [-6.35, 3.49, -0.24], [-4.30, 4.25, 0.94], [-2.11, 3.28, 0.31], [0.12, -0.81, -6.79], [-0.86, -2.29, -6.65], [1.72, -2.54, -6.11], [0.59, -3.18, -4.89], [-2.54, -6.80, -0.33], [-1.78, -5.70, -0.04], [-0.39, -5.80, 0.06], [0.38, -4.69, 0.32], [-0.23, -3.45, 0.48], [-1.61, -3.32, 0.37], [-2.38, -4.44, 0.11], [0.75, -2.05, 0.78], [1.87, -2.40, 1.60], [-0.16, -1.00, 1.23], [1.25, -1.42, -0.64], [2.54, -1.54, -1.08], [2.96, -0.32, -1.46], [4.16, -0.22, -2.01], [4.97, -1.33, -2.15], [4.45, -2.54, -1.68], [3.24, -2.67, -1.15], [-2.13, -7.71, -0.22], [-3.54, -6.74, -0.19], [0.08, -6.77, -0.06], [1.46, -4.77, 0.41], [-2.08, -2.35, 0.49], [-3.46, -4.35, 0.04], [4.47, 0.76, -2.34], [5.95, -1.27, -2.58], [5.04, -3.45, -1.74], [1.08, 4.25, -1.34], [2.17, 3.49, -1.23], [3.35, 4.07, -0.92], [2.11, 2.26, -1.42], [1.08, 5.24, -1.18], [0.20, 3.77, -1.49], [3.46, 5.07, -0.90], [4.17, 3.50, -0.94], [1.62, 3.39, 1.96], [1.14, 1.53, 1.66], [2.35, 0.69, 2.90], [-0.63, 1.55, 2.51], [-0.55, 1.36, 3.99], [-0.54, 2.45, 4.86], [-0.42, 2.26, 6.23], [-0.33, 0.98, 6.75], [-0.36, -0.11, 5.90], [-0.47, 0.07, 4.53], [1.46, 3.61, 3.01], [0.98, 4.03, 1.35], [2.66, 3.56, 1.71], [2.17, 1.07, 3.90], [3.37, 0.91, 2.60], [2.21, -0.39, 2.88], [-1.22, 0.78, 2.02], [-1.05, 2.53, 2.26], [-0.63, 3.45, 4.45], [-0.42, 3.12, 6.89], [-0.25, 0.84, 7.82], [-0.30, -1.11, 6.30], [-0.49, -0.78, 3.86]], "mulliken_charge": [1.2628, -0.6813, 0.4634, -0.7156, -0.3279, -1.1087, -0.2658, 0.1812, 0.2638, -0.0566, -0.6107, -0.0687, 0.1363, -0.0755, -0.5435, -0.6839, 0.0842, 0.5940, 0.4531, 0.3923, 0.4385, 0.1809, 0.3203, 0.4123, 0.4218, 0.2909, -0.4923, 1.0809, -0.8642, -0.4425, -0.6506, -0.3913, -0.9179, 1.5875, -0.8957, -0.6779, 0.4331, 0.1458, 0.1891, -0.0708, -0.7738, -0.4475, -0.4478, 0.2138, 0.2156, 0.3000, 0.4600, 0.5155, 0.3079, 0.4894, 0.4381, 0.4861, -0.2754, 0.4148, -0.3850, -0.4835, 0.2043, 0.1425, 0.1806, 0.2193, -1.4768, 0.8729, -1.3060, -1.0129, -0.1107, -0.2131, -0.7702, -0.4181, -0.8261, 0.0236, 0.4950, 0.3708, 0.4476, 0.4462, 0.4541, 0.3175, 0.4972, 0.5307, 0.4373, 0.3989, 0.4031, 0.4291, 0.4442]}


[3]
{"formula": "C30H35BBr2Cl78IOS", "method": "ωB97M-V/def2-TZVPD", "charge": 1, "homo_energy_ha": -0.42118, "orbital_gap_ev": 6.07, "symbols": ["C", "B", "O", "S", "I", "C", "Br", "C", "C", "Br", "H", "H", "H", "H", "H", "H", "H", "H", "H", "C", "Cl", "Cl", "Cl", "H", "C", "Cl", "Cl", "Cl", "H", "C", "Cl", "Cl", "Cl", "H", "C", "Cl", "Cl", "Cl", "H", "C", "Cl", "Cl", "Cl", "H", "C", "Cl", "Cl", "Cl", "H", "C", "Cl", "Cl", "Cl", "H", "C", "Cl", "Cl", "Cl", "H", "C", "Cl", "Cl", "Cl", "H", "C", "Cl", "Cl", "Cl", "H", "C", "Cl", "Cl", "Cl", "H", "C", "Cl", "Cl", "Cl", "H", "C", "Cl", "Cl", "Cl", "H", "C", "Cl", "Cl", "Cl", "H", "C", "Cl", "Cl", "Cl", "H", "C", "Cl", "Cl", "Cl", "H", "C", "Cl", "Cl", "Cl", "H", "C", "Cl", "Cl", "Cl", "H", "C", "Cl", "Cl", "Cl", "H", "C", "Cl", "Cl", "Cl", "H", "C", "Cl", "Cl", "Cl", "H", "C", "Cl", "Cl", "Cl", "H", "C", "Cl", "Cl", "Cl", "H", "C", "Cl", "Cl", "Cl", "H", "C", "Cl", "Cl", "Cl", "H", "C", "Cl", "Cl", "Cl", "H"], "coordinates": [[-1.28, 2.84, 2.57], [0.20, 2.65, 2.92], [1.19, 3.23, 2.20], [0.77, 1.53, 4.40], [2.15, -0.10, 3.31], [1.76, 2.66, 5.49], [0.79, 2.66, 7.19], [3.21, 2.22, 5.64], [4.03, 2.52, 4.39], [4.04, 3.21, 7.12], [-1.90, 3.15, 3.40], [-1.72, 1.93, 2.19], [-1.34, 3.61, 1.81], [1.48, 4.05, 2.62], [1.66, 3.67, 5.12], [3.28, 1.19, 5.96], [3.38, 2.84, 3.59], [4.82, 3.22, 4.58], [4.49, 1.60, 4.05], [7.19, -0.96, 4.10], [7.50, 0.46, 5.10], [5.48, -0.99, 3.64], [8.24, -1.00, 2.69], [7.39, -1.84, 4.68], [3.66, 1.50, -2.33], [4.78, 0.18, -2.60], [4.52, 2.96, -1.84], [2.68, 1.82, -3.76], [2.99, 1.23, -1.53], [5.35, 4.36, 10.62], [6.06, 3.08, 11.60], [4.90, 5.74, 11.62], [6.46, 4.84, 9.34], [4.45, 3.97, 10.16], [6.57, -2.98, -4.16], [7.22, -1.68, -3.14], [7.53, -4.44, -3.99], [4.88, -3.29, -3.76], [6.63, -2.66, -5.18], [5.56, -5.09, 2.86], [4.14, -4.04, 2.74], [6.53, -4.69, 4.28], [5.08, -6.77, 2.93], [6.16, -4.94, 1.98], [-4.08, 2.14, 6.23], [-5.06, 0.69, 6.09], [-2.40, 1.81, 5.78], [-4.72, 3.44, 5.23], [-4.10, 2.46, 7.26], [-8.21, 1.69, 4.12], [-9.04, 3.17, 4.62], [-9.22, 0.27, 4.40], [-7.69, 1.80, 2.43], [-7.32, 1.59, 4.72], [2.13, -2.33, 7.07], [0.79, -2.94, 6.10], [3.52, -1.94, 6.06], [1.64, -0.92, 8.00], [2.42, -3.11, 7.77], [10.03, 4.95, 10.36], [10.71, 3.66, 11.34], [9.58, 6.33, 11.36], [11.15, 5.43, 9.09], [9.13, 4.58, 9.89], [0.98, -1.54, -4.67], [-0.34, -2.43, -5.43], [1.22, -2.08, -3.00], [2.47, -1.71, -5.59], [0.71, -0.50, -4.65], [-9.31, 0.10, -0.80], [-10.27, -1.35, -1.05], [-7.58, -0.25, -0.92], [-9.77, 1.36, -1.94], [-9.52, 0.46, 0.21], [2.87, -4.85, -8.58], [2.84, -6.54, -9.09], [1.27, -4.13, -8.70], [3.49, -4.70, -6.94], [3.53, -4.31, -9.25], [8.05, -2.14, 8.74], [7.11, -0.70, 9.14], [7.13, -3.60, 9.09], [8.55, -2.10, 7.05], [8.94, -2.15, 9.35], [-2.15, -4.88, -10.59], [-2.96, -3.31, -10.47], [-3.18, -6.16, -9.96], [-1.70, -5.20, -12.26], [-1.25, -4.85, -10.00], [-6.84, 5.94, 3.12], [-5.68, 4.79, 2.46], [-6.02, 7.30, 3.89], [-7.94, 6.49, 1.87], [-7.42, 5.43, 3.88], [5.74, -10.07, 5.06], [4.33, -9.87, 4.02], [7.22, -9.68, 4.18], [5.60, -9.07, 6.51], [5.80, -11.10, 5.36], [7.81, 6.23, 4.22], [9.43, 6.34, 3.54], [6.70, 5.49, 3.07], [7.84, 5.33, 5.75], [7.46, 7.22, 4.43], [-5.06, -2.47, -13.38], [-5.91, -0.93, -13.27], [-6.19, -3.80, -13.67], [-3.82, -2.41, -14.63], [-4.57, -2.65, -12.44], [0.44, -6.73, -14.85], [-0.29, -8.29, -14.45], [2.15, -6.92, -15.23], [-0.42, -5.95, -16.18], [0.36, -6.10, -13.98], [-10.71, 9.03, 1.20], [-10.71, 10.61, 1.99], [-12.11, 8.09, 1.69], [-10.64, 9.21, -0.55], [-9.82, 8.51, 1.52], [-8.00, 12.96, 0.32], [-6.85, 11.80, -0.35], [-7.16, 14.31, 1.08], [-9.11, 13.53, -0.93], [-8.57, 12.45, 1.08], [-12.55, 1.88, 1.76], [-13.21, 0.24, 1.72], [-10.79, 1.84, 1.55], [-13.30, 2.90, 0.55], [-12.75, 2.30, 2.74], [9.16, -5.36, 0.35], [8.73, -3.75, 0.96], [8.37, -6.60, 1.33], [8.73, -5.55, -1.35], [10.22, -5.48, 0.44], [-6.71, 6.25, 7.80], [-5.07, 6.30, 7.16], [-7.75, 5.30, 6.73], [-6.73, 5.60, 9.43], [-7.09, 7.26, 7.83], [-5.96, -6.59, -15.73], [-6.37, -7.03, -17.39], [-7.24, -7.09, -14.62], [-4.42, -7.28, -15.25], [-5.88, -5.52, -15.68], [-1.88, -10.72, -17.72], [-1.75, -9.01, -17.32], [-3.36, -11.41, -17.07], [-1.79, -10.96, -19.47], [-1.04, -11.23, -17.27]], "mulliken_charge": [-0.8211, 0.2079, -0.3524, -0.0308, 0.3413, -0.3091, -0.0178, 0.1575, -0.6361, -0.0796, 0.2882, 0.3679, 0.3328, 0.3312, 0.5891, 0.1487, 0.1854, 0.4244, -0.0976, 0.4181, -0.0608, -0.0397, -0.1142, -0.2939, 0.0648, 0.0134, -0.1389, -0.1284, 0.1957, 0.1881, -0.1084, -0.1173, -0.0679, 0.0943, 0.0520, -0.1370, -0.1146, -0.0940, 0.2906, 0.1449, -0.0734, -0.0824, -0.0294, 0.0047, -0.2262, -0.1337, 0.0102, 0.0240, 0.3202, 0.7350, -0.1200, -0.1001, -0.0712, -0.4056, -0.1824, -0.1041, 0.0576, -0.0759, 0.3740, 0.4608, -0.1305, -0.1178, -0.1316, -0.0882, 0.0739, -0.1207, -0.1132, -0.0558, 0.2187, 0.7563, -0.1247, -0.1484, -0.1073, -0.3725, -0.0213, -0.1295, -0.1166, -0.0519, 0.3032, -0.0200, -0.0965, -0.1159, -0.0847, 0.3310, 0.4973, -0.1583, -0.1152, -0.0513, -0.1586, 0.7359, -0.1182, -0.1339, -0.1537, -0.3651, -0.0363, -0.1225, -0.0889, -0.1072, 0.3603, -0.0400, -0.1142, -0.1082, -0.0550, 0.3145, 0.7044, -0.1347, -0.1080, -0.1207, -0.3193, 0.2599, -0.0978, -0.1350, -0.1125, 0.0673, 0.5291, -0.1374, -0.1180, -0.1119, -0.1492, 0.3474, -0.1260, -0.1266, -0.1125, 0.0246, -0.0525, -0.1215, -0.0584, -0.1136, 0.3120, -0.1657, -0.0301, -0.0735, -0.0575, 0.3628, -0.0793, -0.0939, -0.0346, -0.1183, 0.3238, 0.2181, -0.1341, -0.1323, -0.0500, 0.1040, 0.0095, -0.0428, -0.1202, -0.1278, 0.2769]}


[4]
{"formula": "C30H35BN12O3PbS", "method": "ωB97M-V/def2-TZVPD", "charge": 3, "homo_energy_ha": -0.56128, "s_squared": 0.761, "orbital_gap_ev": 4.20, "spin_multiplicity": 2, "de_lowest_kcal_mol": 0.0, "symbols": ["Pb", "C", "C", "N", "N", "C", "B", "N", "C", "C", "C", "N", "N", "C", "C", "C", "N", "N", "C", "C", "C", "N", "H", "H", "H", "H", "H", "H", "H", "H", "H", "H", "H", "H", "C", "C", "C", "C", "C", "C", "C", "S", "O", "O", "N", "C", "C", "C", "C", "C", "N", "H", "H", "H", "H", "H", "H", "H", "H", "H", "H", "H", "C", "N", "C", "C", "C", "N", "C", "C", "O", "H", "H", "H", "H", "H", "H", "H", "H", "H", "H", "H", "H"], "coordinates": [[-0.30, -0.96, -1.43], [1.52, -3.60, -4.60], [0.52, -3.28, -3.69], [0.95, -2.32, -2.86], [2.22, -2.00, -3.22], [2.56, -2.75, -4.29], [2.96, -0.79, -2.60], [2.20, 0.49, -3.07], [2.55, 1.47, -3.92], [1.43, 2.25, -4.17], [0.41, 1.65, -3.44], [0.88, 0.60, -2.77], [2.88, -0.86, -1.03], [3.91, -0.80, -0.17], [3.41, -0.85, 1.12], [2.03, -0.94, 0.96], [1.72, -0.94, -0.34], [4.41, -0.79, -2.98], [5.27, -1.85, -2.94], [6.54, -1.36, -3.05], [6.37, 0.03, -3.14], [5.10, 0.37, -3.07], [1.48, -4.33, -5.39], [-0.47, -3.69, -3.58], [3.53, -2.64, -4.75], [3.56, 1.55, -4.26], [1.36, 3.09, -4.84], [-0.64, 1.91, -3.37], [4.92, -0.74, -0.53], [3.98, -0.84, 2.03], [1.25, -1.00, 1.71], [4.92, -2.87, -2.82], [7.46, -1.92, -3.08], [7.13, 0.79, -3.24], [-7.30, 0.56, 3.96], [-5.92, 0.03, 3.74], [-5.42, -0.14, 2.44], [-4.15, -0.63, 2.22], [-3.35, -0.93, 3.33], [-3.82, -0.77, 4.64], [-5.10, -0.29, 4.83], [-1.78, -1.59, 3.09], [-1.22, -1.22, 1.82], [-0.96, -1.48, 4.26], [-2.33, -3.17, 2.83], [-2.29, -4.18, 3.63], [-1.65, -4.19, 4.94], [-1.68, -5.34, 5.69], [-2.33, -6.44, 5.16], [-2.94, -6.38, 3.85], [-2.93, -5.32, 3.12], [-7.96, 0.32, 3.13], [-7.26, 1.65, 4.04], [-7.73, 0.18, 4.89], [-6.06, 0.10, 1.60], [-3.77, -0.77, 1.22], [-3.18, -1.00, 5.48], [-5.47, -0.16, 5.84], [-1.16, -3.29, 5.29], [-1.22, -5.39, 6.67], [-2.39, -7.37, 5.72], [-3.44, -7.26, 3.46], [-2.32, 4.67, -0.88], [-0.87, 4.64, -1.05], [-0.22, 5.90, -1.44], [1.03, 5.63, -2.24], [1.93, 4.73, -1.43], [1.21, 3.59, -0.91], [1.98, 2.48, -0.39], [-0.24, 3.48, -0.87], [-0.74, 2.39, -0.66], [-2.81, 4.68, -1.86], [-2.58, 5.58, -0.34], [-2.64, 3.80, -0.32], [-0.01, 6.49, -0.53], [-0.95, 6.46, -2.03], [1.55, 6.56, -2.46], [0.77, 5.15, -3.18], [2.35, 5.25, -0.56], [2.79, 4.34, -2.00], [2.20, 1.80, -1.23], [1.40, 1.94, 0.34], [2.92, 2.85, 0.00]], "mulliken_charge": [1.2327, -1.0644, -0.2595, -0.8408, 0.5788, -0.1150, 0.4525, 0.6719, -0.0138, -1.2145, -0.8411, -0.4455, 1.0189, -0.0184, -1.0682, -0.5185, -0.6777, 0.3293, -0.3700, -0.8951, -0.2361, -0.9616, 0.4476, 0.4253, 0.6329, 0.6618, 0.6062, 0.5907, 0.4126, 0.4983, 0.3877, 0.6192, 0.4548, 0.4896, -1.4263, 0.7909, -0.8268, -0.5292, 0.4526, -0.4365, -0.7348, 1.1801, -0.4128, -0.6956, -0.4344, 0.5500, 0.2508, -0.7654, -0.1264, -0.1969, -0.3564, 0.3963, 0.3159, 0.3952, 0.4122, 0.4420, 0.4806, 0.4324, 0.5476, 0.4691, 0.4123, 0.4383, -1.1167, 0.0142, -0.6835, -0.5620, -0.4947, 0.5452, -1.1897, 0.4451, -0.5602, 0.3790, 0.4097, 0.3611, 0.2870, 0.4886, 0.3901, 0.2120, 0.3999, 0.4311, 0.3764, 0.4061, 0.4664]}


Calculated E, -44317.54501; -181565.30956; -1170164.31959; -72436.36848 eV (same order as the records).